No. 1
Molecular formula: C18H25N5O5S2
Method: DFT, the ωB97M-V functional and the def2-TZVPD basis

HOMO-LUMO gap in eV: 9.034
Lowest unoccupied orbital energy in eV: 0.21
2S+1: 1
Strongest force on any atom in eV/A: 1.244
Energy relative to the best compared isomer or geometry (same formula, charge and spin) in eV: 0.4669
SMILES: CCN(CC)S(=O)(=O)c1ccc(C(=O)NCc2nnc(SCC(=O)OC)n2C)cc1
E in eV: -58430.256

Cartesian coordinates (Å):
C 0.59791 -4.22149 4.40999
H -0.24812 -4.71692 3.94026
H 1.51175 -4.71437 4.08853
H 0.50526 -4.31733 5.48782
C 0.64777 -2.74528 4.02816
N -0.50018 -2.02561 4.52198
S -0.26235 -0.51833 5.16677
O -1.42746 -0.17375 5.92392
O 1.01620 -0.51753 5.81376
C -0.18159 0.56676 3.73531
C -1.29602 1.29149 3.35712
C -1.23526 2.08089 2.22275
C -0.06771 2.13572 1.46489
C 1.05354 1.41526 1.87126
C 0.99250 0.62891 3.00842
H 1.85245 0.07949 3.35709
H 1.98134 1.48594 1.32391
C -0.07024 3.02311 0.26267
O -0.81539 3.97821 0.16005
N 0.83502 2.70520 -0.69556
H 1.28657 1.80335 -0.70590
C 0.85155 3.40997 -1.95354
C 0.96816 2.44315 -3.07383
N 1.21446 1.16997 -2.94576
N 1.28059 0.62662 -4.17352
C 1.07094 1.58446 -5.03476
N 0.86436 2.77363 -4.39735
C 0.59401 4.05573 -4.97907
H 1.46511 4.70801 -4.88735
H -0.25350 4.51995 -4.47356
H 0.35857 3.91868 -6.03349
S 1.03094 1.39470 -6.75690
C 1.12557 -0.41361 -6.78793
C 0.09720 -0.99623 -5.83243
O -1.00585 -0.55477 -5.66274
O 0.58021 -2.09223 -5.25991
C -0.24676 -2.69840 -4.27419
H -1.26132 -2.82871 -4.65589
H -0.27513 -2.06390 -3.38658
H 0.20705 -3.65867 -4.04424
H 0.90158 -0.70982 -7.81292
H 2.12650 -0.73487 -6.50588
H -0.07456 3.99493 -2.02355
H 1.69655 4.11465 -1.98599
H -2.08165 2.67194 1.90715
H -2.18171 1.24501 3.97127
C -1.79351 -2.24821 3.90871
C -2.78099 -2.83360 4.91165
H -3.75105 -2.97731 4.44214
H -2.42106 -3.78804 5.28547
H -2.88324 -2.14697 5.74666
H -2.17871 -1.29269 3.53553
H -1.66790 -2.91818 3.05352
H 0.73490 -2.64055 2.93555
H 1.51270 -2.27837 4.50054

Forces on the atoms, in the same order (eV/Å):
-0.02 0.32 -0.07
-0.08 -0.12 -0.04
0.06 -0.09 -0.06
-0.01 -0.05 0.12
0.55 -0.27 -0.08
0.17 0.98 0.60
0.14 -0.24 -0.16
-0.21 0.04 -0.33
0.10 -0.01 -0.28
-0.05 -0.32 0.53
-0.12 0.05 0.04
0.13 0.03 -0.13
-0.15 -0.09 0.34
-0.17 0.02 -0.03
0.17 -0.08 0.01
0.17 -0.02 -0.02
0.09 0.00 -0.03
0.23 0.02 -0.10
-0.22 0.10 0.07
0.22 -0.12 -0.28
-0.13 -0.06 0.08
-0.06 0.40 0.15
0.00 -0.18 -0.11
-0.07 0.57 1.10
0.19 -0.17 -0.91
0.14 -0.01 0.12
0.14 -0.79 0.31
0.01 0.45 -0.08
-0.07 0.01 -0.07
0.01 0.00 -0.10
-0.05 0.09 0.07
0.01 0.00 -0.47
0.03 0.35 0.33
-0.16 -0.09 -0.21
-0.08 -0.12 -0.02
0.28 -0.24 -0.19
-0.33 -0.01 0.15
0.10 -0.03 0.07
0.00 -0.03 -0.04
-0.01 0.05 -0.01
0.01 0.00 0.04
-0.10 -0.05 -0.06
0.19 -0.06 0.00
-0.18 -0.01 -0.04
-0.05 0.05 -0.01
-0.13 0.04 0.01
-0.64 -0.06 0.15
0.06 0.10 -0.23
-0.14 -0.05 -0.01
0.02 -0.12 0.04
-0.07 -0.01 0.07
-0.06 -0.15 -0.16
0.08 0.12 0.02
0.01 0.04 0.11
0.08 -0.16 -0.19

---

No. 2
Molecular formula: C18H25NO4
Method: DFT, the ωB97M-V functional and the def2-TZVPD basis

HOMO-LUMO gap in eV: 9.400
Lowest unoccupied orbital energy in eV: 0.70
2S+1: 1
Strongest force on any atom in eV/A: 0.733
Energy relative to the best compared isomer or geometry (same formula, charge and spin) in eV: 0.9826
SMILES: COc1cccc(CC(=O)OCC(=O)NC2CCCCCC2)c1
E in eV: -28752.758

Cartesian coordinates (Å):
C -3.62691 1.87971 -0.11453
H -3.00977 1.63122 0.75484
O -3.12901 1.28654 -1.28905
C -1.87004 1.60378 -1.69667
C -1.02368 2.49060 -1.04223
C 0.25352 2.73044 -1.53531
C 0.69300 2.07539 -2.67448
C -0.15480 1.19836 -3.33294
C -1.42596 0.96201 -2.85457
H -2.09510 0.27789 -3.35102
H 0.18438 0.69115 -4.22313
H 1.69240 2.24661 -3.04322
C 1.18246 3.64965 -0.77659
C 1.84115 2.76672 0.25781
O 1.39524 2.55196 1.36009
O 2.94086 2.20287 -0.23051
C 3.62253 1.23091 0.56317
H 3.62078 1.54055 1.61347
H 4.63886 1.18854 0.17080
C 2.96022 -0.15330 0.40883
O 3.46726 -1.03808 -0.24458
N 1.79610 -0.25323 1.06681
H 1.43477 0.55866 1.55268
C 0.89287 -1.38351 0.92573
C -0.34261 -0.90623 0.15513
C -1.25085 -2.01813 -0.35966
H -2.12314 -1.54562 -0.81764
C -1.71889 -3.00900 0.70549
H -2.51715 -3.61291 0.26761
H -2.14527 -2.47618 1.55639
C -0.60130 -3.94491 1.17119
H -1.03322 -4.90232 1.47158
C 0.22919 -3.42215 2.34693
C 0.53559 -1.92311 2.31421
H 1.37521 -1.73496 2.98737
H -0.31771 -1.36081 2.69894
H -0.29544 -3.63456 3.28151
H 1.16862 -3.97810 2.36933
H 0.05455 -4.14598 0.32244
H -0.72828 -2.56897 -1.14478
H -0.00503 -0.31939 -0.70307
H -0.91459 -0.23742 0.80490
H 1.44069 -2.13372 0.34912
H 0.62613 4.43981 -0.27411
H 1.93786 4.06773 -1.43899
H -1.33401 2.99662 -0.14168
H -4.62497 1.46696 0.02354
H -3.69650 2.96791 -0.21114

Forces on the atoms, in the same order (eV/Å):
-0.09 0.10 0.20
0.00 0.02 -0.03
0.17 -0.13 -0.28
0.14 -0.02 -0.13
-0.28 -0.02 0.07
-0.03 0.01 -0.31
0.05 0.12 0.09
-0.08 -0.05 0.04
-0.15 0.03 0.13
-0.09 -0.09 -0.07
0.02 -0.06 -0.09
0.12 0.03 -0.04
0.03 -0.24 0.12
-0.16 0.39 0.20
0.02 0.10 0.05
0.17 0.08 -0.37
0.16 -0.40 0.29
0.03 0.00 -0.15
-0.20 -0.05 0.06
0.15 0.68 0.25
0.29 -0.31 -0.34
-0.40 -0.04 0.26
0.20 0.01 -0.11
-0.02 0.10 0.04
0.14 -0.30 -0.29
-0.12 0.21 0.26
0.01 -0.01 -0.09
0.09 -0.19 -0.30
-0.06 0.03 0.07
-0.13 0.04 0.09
-0.13 0.02 0.23
0.06 -0.04 -0.08
-0.06 0.06 -0.07
0.16 -0.26 -0.07
-0.06 0.05 0.00
-0.02 0.08 0.05
0.04 -0.07 0.02
0.02 -0.01 0.09
0.01 -0.08 -0.06
-0.01 -0.04 -0.08
0.00 0.06 0.05
-0.02 0.11 0.05
-0.05 0.04 0.04
0.08 -0.04 0.01
-0.04 0.04 0.02
-0.07 0.04 0.11
0.06 0.06 0.03
0.02 -0.04 0.01

---

No. 3
Molecular formula: C18H26BN10OPd
Method: DFT, the ωB97M-V functional and the def2-TZVPD basis

HOMO-LUMO gap (spin up / spin down) in eV: 7.995 / 7.659
Lowest unoccupied orbital energy (spin up / spin down) in eV: 0.41 / 0.32
2S+1: 2
Strongest force on any atom in eV/A: 0.450
Energy relative to the best compared isomer or geometry (same formula, charge and spin) in eV: 0.0000
E in eV: -40195.974

Cartesian coordinates (Å):
Pd 1.51172 -0.04520 -0.64451
C 2.04859 0.26393 3.08365
C 0.65041 0.43674 2.58058
C -0.52445 0.69179 3.30546
C -1.51610 0.74043 2.35455
N -0.95959 0.52436 1.14585
N 0.37732 0.34012 1.28975
B -1.67211 0.50252 -0.25150
N -1.00147 1.61756 -1.16549
C -1.48184 2.63875 -1.90324
C -0.44161 3.27127 -2.54148
C 0.69643 2.55839 -2.15425
C 2.12550 2.76623 -2.53521
N 0.34759 1.57122 -1.33971
N -1.52439 -0.86119 -0.99848
C -2.46117 -1.76752 -1.34787
C -1.83480 -2.80572 -1.99589
C -0.47385 -2.45298 -2.00792
C 0.69777 -3.20558 -2.55560
N -0.30210 -1.28452 -1.41334
N -3.17317 0.72628 0.06041
C -4.08010 1.70822 -0.17179
C -5.27288 1.34211 0.39019
C -5.01345 0.09457 0.98726
C -5.95199 -0.77890 1.76152
N -3.75830 -0.26839 0.79769
H 2.09998 0.47617 4.15139
H 2.40307 -0.75700 2.92472
H 2.73431 0.93803 2.56919
H -0.63360 0.81806 4.37070
H -2.57618 0.89578 2.46303
H -2.52544 2.85675 -1.97022
H -0.50051 4.11908 -3.20434
H 2.20735 3.50656 -3.32977
H 2.71242 3.11690 -1.68471
H 2.57567 1.83779 -2.88550
H -3.49937 -1.62278 -1.10601
H -2.29516 -3.69066 -2.40443
H 0.37189 -3.95890 -3.27274
H 1.39168 -2.52970 -3.05550
H 1.25183 -3.70631 -1.76009
H -3.85039 2.61968 -0.68138
H -6.19298 1.90334 0.38638
H -6.94076 -0.32515 1.82219
H -6.05629 -1.75677 1.28999
H -5.58915 -0.93862 2.77747
C 6.31223 -1.52330 1.23027
N 5.02191 -1.97941 0.76198
C 4.05557 -1.17618 0.27149
N 4.28118 0.15549 0.23122
O 2.98086 -1.64681 -0.15816
H 6.84811 -2.37700 1.63718
H 6.21222 -0.79151 2.03427
H 6.91725 -1.09031 0.43045
H 4.81594 -2.96171 0.71207
H 5.03408 0.60354 0.72017
H 3.42030 0.66042 -0.00196

Forces on the atoms, in the same order (eV/Å):
-0.36 -0.11 -0.01
-0.03 -0.01 0.04
0.09 -0.06 0.09
0.07 0.02 0.05
-0.05 0.06 -0.04
0.17 -0.05 -0.25
-0.13 -0.02 0.04
-0.10 0.05 0.03
0.13 -0.11 0.07
-0.03 -0.17 0.09
0.03 0.06 -0.07
0.04 -0.10 0.03
-0.02 0.05 0.00
-0.16 0.17 0.01
0.14 0.21 0.17
0.01 0.06 -0.01
0.03 -0.04 -0.06
0.06 -0.08 -0.03
-0.05 -0.01 -0.01
-0.30 -0.14 -0.03
0.00 -0.12 -0.04
0.21 -0.11 0.02
-0.10 0.02 0.11
-0.09 -0.12 0.12
-0.01 0.02 -0.01
0.00 0.22 -0.34
-0.01 0.00 -0.02
-0.03 0.00 -0.02
-0.01 0.02 -0.01
0.02 0.00 -0.06
0.11 0.00 -0.01
-0.17 -0.03 0.02
0.01 -0.05 0.04
-0.01 0.00 0.01
-0.02 0.02 0.03
-0.01 -0.07 -0.02
0.07 0.01 0.01
0.03 0.03 0.01
0.00 0.01 0.02
-0.01 0.04 0.00
-0.03 0.00 0.03
0.13 0.09 -0.08
0.02 -0.03 0.00
0.02 0.01 -0.01
0.02 0.01 0.00
0.01 0.00 -0.02
0.02 -0.12 0.02
0.01 0.00 0.01
-0.28 -0.19 -0.15
0.04 -0.09 -0.10
0.34 0.22 0.20
0.03 0.02 -0.01
-0.04 0.00 0.02
-0.03 0.00 -0.03
0.02 0.01 0.02
-0.01 0.01 0.04
0.23 0.36 0.12

---

No. 4
Molecular formula: C18H26BN5Sr
Method: DFT, the ωB97M-V functional and the def2-TZVPD basis

HOMO-LUMO gap in eV: 3.959
Lowest unoccupied orbital energy in eV: 4.85
2S+1: 1
Net charge: -2
Strongest force on any atom in eV/A: 0.275
Energy relative to the best compared isomer or geometry (same formula, charge and spin) in eV: 0.4457
E in eV: -28050.359

Cartesian coordinates (Å):
Sr 0.28111 -0.50116 -0.85052
B 3.46890 -1.87293 1.63423
N 3.81384 -1.26472 0.23599
C 5.06948 -1.00238 -0.16091
C 5.04934 -0.67667 -1.50480
C 3.69812 -0.78673 -1.84905
N 2.96595 -1.13946 -0.79529
N 2.05139 -1.49368 2.13203
C 1.76361 -1.08160 3.37825
C 0.39446 -1.13206 3.55885
C -0.08300 -1.60329 2.32920
N 0.91820 -1.82342 1.48090
H 3.57546 -3.08525 1.58529
H 4.25706 -1.39743 2.42664
H 5.88218 -1.05512 0.54400
H 5.87604 -0.38001 -2.12777
H 3.21818 -0.58076 -2.79374
H 2.55502 -0.77941 4.04297
H -0.17065 -0.83996 4.42703
H -1.10184 -1.77631 2.01195
C -1.83613 -3.94589 -0.40615
C -2.60177 -2.66667 -0.74687
C -4.06745 -3.02686 -1.04496
C -1.89851 -1.88121 -1.85393
H -2.28916 -4.49190 0.42965
H -0.79778 -3.72416 -0.15018
H -1.82568 -4.61218 -1.27666
H -2.62555 -2.05357 0.17205
H -4.11590 -3.66299 -1.93611
H -4.64311 -2.12307 -1.25544
H -4.55067 -3.56061 -0.21391
H -2.55142 -1.04553 -2.16171
H -1.82763 -2.53673 -2.74206
C -2.09753 1.35643 0.68176
C -1.69585 2.72993 0.23260
C -2.46090 3.83264 0.54616
C -2.13093 5.12476 0.11679
C -0.96856 5.26247 -0.65750
C -0.16466 4.19592 -0.99328
C 1.06872 4.38019 -1.82322
C -0.47314 2.82583 -0.57241
N 0.26024 1.79064 -0.87360
H -2.88297 1.40584 1.44400
H -1.24130 0.82643 1.12724
H -2.46550 0.72845 -0.14332
H -3.35828 3.68864 1.15057
H -2.74434 5.98124 0.37511
H -0.68236 6.25632 -1.00783
H 1.23371 5.43672 -2.06405
H 1.00480 3.80188 -2.75295
H 1.94677 3.97942 -1.30506

Forces on the atoms, in the same order (eV/Å):
0.17 0.02 0.00
0.03 -0.03 0.00
0.15 -0.06 0.05
-0.09 0.12 -0.03
0.02 -0.08 -0.02
0.02 0.14 0.08
-0.09 -0.09 -0.15
-0.02 -0.03 0.08
-0.07 0.02 -0.04
0.04 0.00 -0.03
0.02 0.06 0.05
-0.10 -0.04 -0.03
-0.06 0.01 -0.05
0.04 -0.03 0.01
0.00 0.01 0.01
0.00 -0.02 0.00
0.01 0.01 -0.01
0.01 0.00 0.01
0.00 0.00 0.00
0.01 0.00 0.01
0.01 0.02 0.00
-0.01 0.00 0.07
0.02 0.01 -0.02
0.04 -0.04 -0.05
-0.01 -0.01 -0.01
0.00 -0.01 0.02
0.01 0.01 -0.01
-0.01 0.00 -0.04
0.01 0.00 0.01
-0.01 0.00 0.01
-0.01 0.00 0.00
0.02 0.00 0.00
0.00 -0.01 0.02
-0.02 0.04 0.15
0.02 -0.04 -0.06
0.02 0.02 0.02
0.00 0.00 0.01
0.01 0.00 0.01
-0.02 0.01 0.00
0.00 -0.03 -0.01
0.09 0.09 -0.04
-0.23 -0.15 0.02
-0.05 -0.03 -0.05
-0.01 0.09 0.03
0.07 0.02 -0.03
0.00 0.00 0.00
0.00 0.00 0.00
0.00 0.00 0.00
-0.01 0.00 0.00
0.00 0.01 0.00
0.01 0.00 0.00

---

What is the E in the fourth record?
-28050.359 eV

---

Which value of 2S+1 does entry 1 give?
1

---

Look up the 2S+1 of the first one.
1